Here is a structure of composition C22H26NO2PRhSbSe4 from the OMol25 dataset. Energies are from wB97M-V/def2-TZVPD.

Structure (XYZ):
```
58
Properties=species:S:1:pos:R:3:forces:R:3
Rh -1.0212 0.7833 -1.6561 0.7149 0.1767 -0.1337
Se -3.3652 -0.1247 -1.1525 0.0167 0.0216 -0.0406
Sb -3.3927 1.6647 -2.9471 -0.1401 0.2024 0.0374
Se 0.5811 2.0494 -2.9160 -0.4915 -0.3043 0.1910
Se 1.3928 0.8620 -4.6261 0.0085 0.0216 0.0308
Se -3.9704 3.7496 -1.9392 0.0295 -0.1286 -0.0698
N -0.9418 -0.6762 -3.0864 -0.0003 -0.0027 0.0265
C -0.1419 -1.8594 -2.8064 -0.0024 -0.0049 -0.0038
C -0.0315 -2.8580 -3.7646 0.0033 0.0050 -0.0100
C 0.7192 -3.9855 -3.4849 -0.0002 0.0019 0.0041
C 1.3540 -4.1226 -2.2534 0.0007 0.0041 -0.0027
C 1.2398 -3.1236 -1.3052 0.0059 0.0041 0.0081
C 0.4957 -1.9781 -1.5863 -0.0087 0.0102 -0.0164
P 0.2576 -0.6199 -0.4220 -0.0772 -0.0447 0.0154
C 1.8802 0.1037 -0.0871 -0.0126 0.0406 0.0196
C 2.9946 -0.2173 -0.8571 0.0020 -0.0298 -0.0128
C 4.1839 0.4758 -0.6761 -0.0013 0.0019 0.0014
C 4.2649 1.4881 0.2665 0.0024 0.0038 -0.0080
C 3.1515 1.8153 1.0314 -0.0091 -0.0018 0.0046
C 1.9588 1.1347 0.8535 0.0094 -0.0045 0.0118
C -0.2743 -1.4673 1.0909 -0.0184 0.0085 -0.0010
C -1.4354 -2.2401 1.0062 0.0019 -0.0035 -0.0045
C -1.9081 -2.9095 2.1203 0.0022 0.0010 0.0012
C -1.2285 -2.8121 3.3293 -0.0019 0.0011 -0.0022
C -0.0734 -2.0523 3.4157 0.0061 -0.0022 -0.0012
C 0.4070 -1.3797 2.2996 0.0046 0.0018 -0.0019
H -0.5643 -0.2590 -3.9537 0.0102 0.0169 -0.0316
H -1.9129 -0.9663 -3.2255 -0.0150 0.0047 0.0134
H -0.5273 -2.7455 -4.7207 0.0008 0.0013 0.0011
H 0.8090 -4.7658 -4.2288 0.0000 0.0002 0.0007
H 1.9333 -5.0104 -2.0380 -0.0018 0.0005 0.0008
H 1.7210 -3.2254 -0.3396 0.0000 0.0009 0.0005
H 2.9354 -0.9886 -1.6135 0.0005 -0.0001 0.0005
H 5.0440 0.2280 -1.2840 -0.0026 -0.0009 -0.0001
H 5.1922 2.0297 0.4008 -0.0005 -0.0013 0.0006
H 3.2107 2.6116 1.7627 -0.0015 -0.0019 -0.0006
H 1.0833 1.4076 1.4339 -0.0020 0.0077 0.0014
H -1.9734 -2.3055 0.0676 -0.0006 0.0000 0.0006
H -2.8102 -3.5026 2.0475 0.0011 0.0009 -0.0011
H -1.6017 -3.3312 4.2027 0.0000 0.0008 -0.0003
H 0.4592 -1.9769 4.3547 -0.0003 0.0004 -0.0017
H 1.3085 -0.7890 2.3797 0.0003 0.0009 0.0022
C -0.4387 3.5543 -0.3248 -0.0006 0.0099 0.0047
O -1.0812 2.2990 -0.0846 -0.0140 -0.0174 -0.0257
C -2.1986 2.3935 0.8332 -0.0152 -0.0005 0.0218
C -2.0184 1.4056 1.9565 -0.0011 0.0052 -0.0103
O -0.8364 1.6188 2.7106 0.0053 -0.0026 0.0026
C -0.9397 2.6812 3.6332 -0.0016 0.0040 -0.0016
H -0.9774 4.1144 -1.0935 -0.0101 -0.0011 -0.0050
H 0.5827 3.3507 -0.6394 0.0068 -0.0008 -0.0052
H -0.4099 4.1249 0.6036 0.0031 -0.0055 -0.0039
H -3.1231 2.1974 0.2961 -0.0028 0.0094 0.0016
H -2.2373 3.4193 1.1988 -0.0068 -0.0053 -0.0069
H -1.9576 0.3977 1.5504 0.0017 -0.0058 0.0000
H -2.9045 1.4510 2.6030 0.0018 0.0022 -0.0019
H -1.7663 2.5147 4.3327 0.0009 -0.0003 -0.0002
H -1.0913 3.6483 3.1413 -0.0012 -0.0017 -0.0015
H -0.0056 2.7183 4.1905 0.0012 -0.0001 0.0019
```
Positions in Å, forces in eV/Å.

gap between HOMO and LUMO (spin up / spin down): 4.52 / 4.52 eV
ΔE to the lowest compared entry with this formula, charge and spin: 0.0 kcal/mol
LUMO energy (spin up / spin down): -2.1873 / -2.1879 eV
E: -309042.255 eV
charge: 0

What are the Mulliken partial charges on each atom? They are as follows, in elementary charge units:
1. Rh -0.76
2. Se -0.48
3. Sb 0.32
4. Se -0.01
5. Se -0.48
6. Se -0.55
7. N -0.09
8. C 0.12
9. C -0.67
10. C -0.65
11. C -0.78
12. C 0.01
13. C -0.78
14. P 3.16
15. C 0.62
16. C -0.88
17. C -0.71
18. C -0.74
19. C -0.91
20. C -0.55
21. C 0.12
22. C -0.44
23. C -0.80
24. C -0.57
25. C -0.70
26. C -0.14
27. H 0.18
28. H 0.39
29. H 0.49
30. H 0.42
31. H 0.44
32. H 0.50
33. H 0.40
34. H 0.43
35. H 0.40
36. H 0.47
37. H 0.72
38. H 0.38
39. H 0.43
40. H 0.40
41. H 0.44
42. H 0.42
43. C -1.08
44. O 0.78
45. C -1.10
46. C -0.12
47. O -0.11
48. C -0.93
49. H 0.19
50. H 0.26
51. H 0.31
52. H 0.50
53. H 0.53
54. H -0.37
55. H 0.64
56. H 0.34
57. H 0.32
58. H 0.28